ORCA calculation (the ωB97M-V functional and the def2-TZVPD basis) on a gas-phase ion, C4H10NO2 (charge +1) in a non-equilibrium geometry.

```
17
Properties=species:S:1:pos:R:3:forces:R:3
C -2.078716 -1.030951 -0.540680 9.0 5.2 6.3
C -1.035189 -0.034068 0.322559 -4.8 -8.0 -4.2
N -1.087108 1.361926 0.212551 -1.6 2.4 -2.6
C 0.265642 -0.685425 0.729839 -1.0 0.1 -1.7
C 1.349789 -0.294636 -0.346924 0.6 -1.4 2.0
O 2.597835 -0.785691 0.050971 0.5 0.0 0.0
O 1.360146 1.095592 -0.536359 -0.9 0.6 1.1
H -2.922158 -0.610664 -0.792923 -4.5 1.8 -1.8
H -1.837574 -2.024314 -0.362369 0.1 -1.6 -0.1
H -1.849113 1.662052 -0.584112 2.4 -0.6 2.7
H -0.082421 1.575809 -0.096920 -0.4 0.5 -0.5
H -1.213810 1.888773 1.079874 -0.5 -0.1 0.1
H 0.545075 -0.389016 1.717225 0.5 0.1 0.8
H 0.075076 -1.800188 0.666351 0.6 1.4 0.3
H 1.018193 -0.788075 -1.258454 0.6 -0.2 -0.2
H 2.961355 -0.567491 0.957736 -1.3 0.0 -1.4
H 1.932971 1.426372 -1.218363 0.6 -0.2 -0.6
```
Positions in Å, forces in eV/Å.

## Properties
SMILES: C=C([NH3+])CC(O)O
Kohn-Sham gap (alpha / beta) (eV): 9.01 / 8.97
Highest occupied orbital energy (alpha / beta) (hartree): -0.4925 / -0.4904
Charge: +1
Largest force on an atom (eV Å⁻¹): 12.2
Relative energy (zero: lowest compared OMol25 entry of this formula, charge and spin) (eV): 4.744

---

ORCA calculation (the ωB97M-V functional and the def2-TZVPD basis) on a single C4H10NO2P molecule in a non-equilibrium geometry.

```
18
Properties=species:S:1:pos:R:3:forces:R:3
C 1.747443 1.069535 -0.412031 -1.8 -0.3 -0.4
N 0.552326 0.326194 -0.009376 0.9 -1.1 -1.4
C 0.685528 -1.071656 0.427559 0.0 0.4 -0.1
C -0.395920 -1.905219 -0.215376 0.9 0.8 0.1
O -1.666848 -1.348255 0.062281 -0.8 2.9 -1.6
P -1.973184 0.387888 -0.254886 -0.8 -1.5 4.6
O -3.290295 0.760604 0.323919 0.6 -0.6 -0.1
C -0.461349 1.123939 0.610870 -1.3 0.7 -1.4
H 2.133748 1.361808 0.518281 1.6 1.2 1.0
H 2.420216 0.447328 -0.968156 0.4 -0.3 -0.2
H 1.422828 1.920694 -1.048594 0.4 -0.4 0.5
H 0.669725 -1.092166 1.482215 -0.8 -0.1 1.7
H 1.625165 -1.612768 0.293032 0.4 0.8 -1.0
H -0.113651 -1.904827 -1.278282 -0.6 -0.2 0.0
H -0.328706 -2.909142 0.187063 -0.4 -0.3 0.0
H -2.160468 0.925500 -1.511138 1.3 -0.6 -1.1
H -0.459450 1.423110 1.710252 -0.1 -1.1 -1.0
H -0.407107 2.097439 0.082364 -0.1 -0.2 0.3
```
Positions in Å, forces in eV/Å.

## Properties
SMILES: CN1CCO[P@@H](=O)C1
Kohn-Sham gap (eV): 9.50
Highest occupied orbital energy (hartree): -0.3212
Largest force on an atom (eV Å⁻¹): 4.9
Relative energy (zero: lowest compared OMol25 entry of this formula, charge and spin) (eV): 2.845

---

ORCA calculation (the ωB97M-V functional and the def2-TZVPD basis) on a single C4H10NO2P molecule in a non-equilibrium geometry.

```
18
Properties=species:S:1:pos:R:3:forces:R:3
C 0.044019 2.269845 -0.058766 0.1 0.4 0.0
N -0.052430 0.923310 0.445944 0.9 -3.4 -1.2
C -1.232952 0.156761 -0.009102 -0.6 0.1 0.0
C -1.004431 -1.382870 0.039852 -0.2 0.0 0.0
C 0.366869 -1.795408 -0.549414 -0.1 2.8 1.0
P 1.265972 -0.154621 -0.089316 -0.4 -0.2 0.7
O 2.189151 0.388321 -1.078988 0.2 0.3 -0.4
O 2.024700 -0.436751 1.298047 0.3 -0.3 -0.2
H -0.586327 2.921485 0.549048 0.0 0.1 0.0
H 1.081274 2.587945 0.030662 -0.1 0.2 0.0
H -0.258520 2.363106 -1.108705 0.0 -0.1 0.0
H -1.485864 0.441933 -1.040226 0.0 0.0 0.0
H -2.090516 0.407104 0.625066 0.0 0.0 -0.1
H -1.050289 -1.705308 1.080707 -0.1 0.0 0.1
H -1.830130 -1.859740 -0.490669 0.0 0.0 0.1
H 0.366038 -1.902813 -1.626723 0.0 0.1 -0.1
H 0.815847 -2.650271 -0.059837 0.1 0.0 0.0
H 1.437592 -0.572020 2.042420 -0.2 0.1 0.2
```
Positions in Å, forces in eV/Å.

## Properties
SMILES: CN1CCC[P@]1(=O)O
Kohn-Sham gap (eV): 10.16
Highest occupied orbital energy (hartree): -0.3461
Largest force on an atom (eV Å⁻¹): 3.8
Relative energy (zero: lowest compared OMol25 entry of this formula, charge and spin) (eV): 0.000

---

ORCA calculation (the ωB97M-V functional and the def2-TZVPD basis) on a single C4H10NO2P molecule in a non-equilibrium geometry.

```
18
Properties=species:S:1:pos:R:3:forces:R:3
C -0.590077 0.662707 0.833865 1.1 0.2 1.5
C -0.053981 -0.076672 -0.382573 -2.0 0.8 -0.9
C -0.150498 -1.588571 -0.106469 3.6 1.1 3.8
C -1.041214 0.349627 -1.480885 -0.9 -1.4 -0.4
N 2.918219 1.823946 1.844238 1.0 0.2 1.1
O 0.454250 0.604222 1.822376 -1.6 0.4 1.6
O 1.248102 0.250357 -0.664942 -1.1 -0.6 -1.5
P 2.003624 0.595018 1.528129 1.5 3.1 -1.6
H -0.845027 1.721173 0.655186 0.2 -0.4 -0.1
H -1.490214 0.135306 1.255242 0.9 0.6 -0.4
H 0.866968 -1.926568 0.388912 -2.2 0.4 -0.9
H -0.297811 -2.101437 -0.948526 -0.3 -2.0 -3.4
H -0.960119 -1.789421 0.570717 -0.3 0.0 0.4
H -1.793146 1.035881 -1.080593 0.0 -0.2 -0.2
H -1.529784 -0.525747 -1.947260 -0.1 0.3 0.5
H -0.589336 0.809743 -2.315231 0.9 0.9 -0.7
H 3.958616 1.671695 1.914183 -1.8 0.0 0.0
H 2.300241 -0.646122 1.668786 1.0 -3.3 1.4
```
Positions in Å, forces in eV/Å.

## Properties
Kohn-Sham gap (alpha / beta) (eV): 5.82 / 6.53
Highest occupied orbital energy (alpha / beta) (hartree): -0.1893 / -0.3301
Largest force on an atom (eV Å⁻¹): 5.3
Relative energy (zero: lowest compared OMol25 entry of this formula, charge and spin) (eV): 2.033
Multiplicity: 3

---

ORCA calculation (the ωB97M-V functional and the def2-TZVPD basis) on 2 unconnected molecules or ions with the total composition C4H10NO2S in a non-equilibrium geometry.

```
18
Properties=species:S:1:pos:R:3:forces:R:3
C 1.268454 0.070989 -0.557139 -1.2 -1.4 -0.9
C 1.666748 -1.221454 0.135716 2.1 0.4 1.3
S 2.551671 -0.898976 1.746237 0.0 0.1 -0.2
C 0.040471 -0.351817 -1.408428 -2.2 1.6 1.6
N -1.042746 0.513631 -1.292683 0.3 0.8 0.4
C -1.207845 1.696654 -0.422453 -0.6 -0.9 -0.2
O -0.185727 -1.412192 -1.969820 1.2 -0.2 -0.5
H 1.083165 0.853378 0.164754 -0.6 -0.1 0.1
H 2.022224 0.499200 -1.187597 0.8 -0.1 -0.5
H 0.843441 -1.859869 0.391514 -0.5 -0.1 -0.3
H 2.401645 -1.742346 -0.478997 -0.4 -0.3 -0.2
H -1.950391 0.148310 -1.541693 0.4 -0.5 -0.3
H -2.264495 1.694142 -0.115752 0.2 0.0 0.1
H -1.076282 2.608151 -1.004932 0.5 0.3 0.3
H -0.630989 1.626211 0.507107 0.0 0.3 -0.4
H -1.943509 -0.988284 2.229226 0.4 0.1 0.2
H -0.505764 -0.617061 2.792390 0.0 -0.2 0.2
O -1.070069 -0.618667 2.012548 -0.4 0.1 -0.6
```
Positions in Å, forces in eV/Å.

## Properties
Kohn-Sham gap (alpha / beta) (eV): 2.54 / 5.85
Highest occupied orbital energy (alpha / beta) (hartree): 0.1308 / 0.0060
Charge: -2
Largest force on an atom (eV Å⁻¹): 3.2
Relative energy (zero: lowest compared OMol25 entry of this formula, charge and spin) (eV): 0.000
Multiplicity: 2

---

ORCA calculation (the ωB97M-V functional and the def2-TZVPD basis) on 2 unconnected molecules or ions with the total composition C4H10NO3.

```
18
Properties=species:S:1:pos:R:3:forces:R:3
C -0.320191 2.816271 -1.434916 -0.6 0.3 0.2
N -1.652591 3.287941 -1.120684 0.0 -0.1 0.3
H 0.355329 2.897470 -0.557650 0.2 0.0 0.0
H -0.268798 1.761302 -1.756941 0.2 -0.1 -0.1
H 0.170976 3.421919 -2.228636 0.2 -0.1 -0.1
H -2.312115 2.581118 -1.438033 0.0 0.0 -0.1
C -0.509718 0.470364 1.809101 -0.2 0.3 0.1
O -0.475971 -0.354888 0.641682 0.1 -0.2 -0.1
C 0.324428 -1.401724 0.718339 -0.1 0.2 0.0
O 1.001254 -1.728165 1.663566 0.1 -0.1 0.0
O 0.262219 -2.065110 -0.444508 0.0 -0.1 0.0
C 1.098104 -3.215522 -0.504175 0.0 -0.1 -0.1
H -1.190021 1.288990 1.585285 0.0 0.0 -0.2
H -0.871882 -0.105446 2.660525 0.1 0.0 0.0
H 0.479102 0.872298 2.018620 0.0 -0.1 0.0
H 0.817121 -3.939640 0.259486 0.0 0.0 0.1
H 2.144326 -2.940209 -0.380751 0.0 0.0 0.1
H 0.948430 -3.646970 -1.490310 0.0 0.1 0.0
```
Positions in Å, forces in eV/Å.

## Properties
Kohn-Sham gap (eV): 3.66
Highest occupied orbital energy (hartree): -0.0254
Charge: -1
Largest force on an atom (eV Å⁻¹): 0.7
Relative energy (zero: lowest compared OMol25 entry of this formula, charge and spin) (eV): 4.351

---

ORCA calculation (the ωB97M-V functional and the def2-TZVPD basis) on 2 unconnected molecules or ions with the total composition C4H10NO3 in a non-equilibrium geometry.

```
18
Properties=species:S:1:pos:R:3:forces:R:3
C 0.502791 0.348306 -0.118377 0.2 0.0 -0.3
C -0.269609 0.491983 -1.427290 -0.4 0.2 0.2
C 0.405103 -0.006733 -2.667311 0.1 0.1 -0.1
O 0.000732 0.206603 -3.787170 0.1 -0.1 0.1
N -0.360436 0.179089 1.038557 0.3 0.0 0.2
C 0.498731 0.623114 2.321978 -0.7 -0.1 -1.0
O 0.734344 1.896733 2.352309 0.2 0.4 0.1
H 1.161361 1.204659 0.016795 0.1 0.4 0.0
H 1.175711 -0.514712 -0.163668 -0.1 -0.2 -0.1
H -0.511538 1.542700 -1.621992 0.0 0.0 0.0
H -1.256406 0.009532 -1.338578 0.3 -0.2 -0.1
H 1.355387 -0.573959 -2.524757 -0.2 0.0 0.0
H -1.076746 0.903190 1.007425 0.1 0.1 0.0
H -0.156046 0.238445 3.130484 0.2 -0.3 0.2
H 1.390006 -0.033378 2.147915 0.0 -0.2 0.5
H -1.026996 -1.386052 0.539730 -0.3 0.0 0.3
H -1.094318 -2.891822 0.849884 -0.2 0.2 -0.2
O -1.472069 -2.237705 0.244062 0.4 -0.2 0.2
```
Positions in Å, forces in eV/Å.

## Properties
Kohn-Sham gap (eV): 6.89
Highest occupied orbital energy (hartree): -0.1191
Charge: -1
Largest force on an atom (eV Å⁻¹): 1.2
Relative energy (zero: lowest compared OMol25 entry of this formula, charge and spin) (eV): 2.865